Arrangement i

17
Properties=species:S:1:pos:R:3:nbo_charge:R:1 method="wB97M-V/def2-TZVPD" smiles=C.O.O.O.O homo_lumo_gap_ev=11.539 multiplicity=1
C -2.469 0.911 -0.123 -0.850
H -1.456 0.643 0.162 0.198
H -2.972 -0.059 -0.122 0.219
H -2.449 1.199 -1.174 0.208
H -2.996 1.683 0.422 0.226
H -0.274 -0.407 1.284 0.488
H 0.624 -1.272 2.153 0.482
O 0.427 -0.366 1.935 -0.962
H 1.415 0.898 -1.679 0.504
H -0.162 0.792 -1.753 0.472
O 0.678 0.409 -2.081 -0.981
H 0.107 -1.801 -0.741 0.493
H -0.783 -2.961 -0.331 0.478
O -0.284 -2.200 0.035 -0.970
H 1.793 0.485 0.723 0.501
H 1.691 1.987 0.891 0.477
O 1.756 1.312 0.211 -0.983

Arrangement ii

17
Properties=species:S:1:pos:R:3:nbo_charge:R:1 method="wB97M-V/def2-TZVPD" smiles=C.O.O.O.O homo_lumo_gap_ev=11.450 multiplicity=1
C 0.997 -0.796 -1.683 -0.865
H 0.276 -1.586 -1.741 0.216
H 1.535 -0.743 -0.722 0.216
H 0.477 0.157 -1.801 0.219
H 1.779 -0.981 -2.422 0.209
H 1.344 1.996 1.514 0.478
H 1.196 1.752 -0.001 0.499
O 1.411 1.344 0.814 -0.967
H -1.257 -0.882 0.729 0.505
H -2.685 -0.780 1.161 0.475
O -2.168 -0.712 0.315 -0.968
H -1.603 0.991 -0.169 0.504
H -1.580 1.607 -1.601 0.467
O -1.201 1.697 -0.753 -0.992
H 0.689 -0.442 1.623 0.504
H 0.568 -1.358 2.810 0.478
O 0.221 -1.264 1.926 -0.978

Arrangement iii

17
Properties=species:S:1:pos:R:3:nbo_charge:R:1 method="wB97M-V/def2-TZVPD" smiles=C.O.O.O.O homo_lumo_gap_ev=11.496 multiplicity=1
C -2.358 1.600 0.768 -0.873
H -2.912 1.208 -0.141 0.231
H -2.593 2.543 1.190 0.214
H -1.264 1.405 0.575 0.218
H -2.485 0.895 1.710 0.210
H 1.674 -0.504 -3.347 0.466
H 1.701 -0.003 -1.944 0.487
O 1.164 -0.530 -2.541 -0.957
H 0.222 1.260 2.554 0.473
H 1.595 0.784 2.888 0.466
O 0.852 0.539 2.317 -0.938
H 3.369 -0.628 0.415 0.472
H 1.999 -0.754 0.104 0.483
O 2.802 -0.351 -0.319 -0.951
H -1.212 -1.692 -1.581 0.486
H -1.062 -3.270 -1.529 0.473
O -1.491 -2.502 -1.118 -0.958

Of them, the most stable is arrangement ii and the least stable is arrangement iii.

Arrangement i

12
Properties=species:S:1:pos:R:3:nbo_charge:R:1 method="wB97M-V/def2-TZVPD" homo_lumo_gap_ev="8.547 / 8.547" multiplicity=1
C 1.474 0.015 -0.234 -0.467
N -0.524 0.323 1.127 -0.071
N 0.405 0.881 0.274 -0.230
C -1.426 0.348 -0.413 0.318
O -0.306 -1.057 1.379 -0.598
O -1.647 -0.749 -0.864 -0.569
H -0.901 -1.536 0.760 0.466
H -0.297 1.111 -0.761 0.245
H -2.018 1.240 -0.238 0.238
H 1.091 -0.856 -0.772 0.214
H 2.043 -0.338 0.625 0.240
H 2.105 0.619 -0.882 0.213

Arrangement ii

12
Properties=species:S:1:pos:R:3:nbo_charge:R:1 method="wB97M-V/def2-TZVPD" homo_lumo_gap_ev="8.987 / 8.986" multiplicity=1
C 1.876 -0.156 -0.237 -0.436
C -1.831 0.243 0.294 -0.458
N -0.386 0.236 0.393 0.243
O 0.258 1.065 1.109 -0.541
N 0.294 -0.488 -0.429 0.292
O -0.256 -1.204 -1.285 -0.494
H 2.116 -0.442 0.784 0.235
H 2.157 0.867 -0.469 0.237
H 2.310 -0.834 -0.963 0.211
H -2.187 -0.781 0.196 0.239
H -2.228 0.692 1.202 0.239
H -2.123 0.803 -0.595 0.233

Arrangement iii

12
Properties=species:S:1:pos:R:3:nbo_charge:R:1 method="wB97M-V/def2-TZVPD" homo_lumo_gap_ev=7.945 multiplicity=1
C 1.768 0.453 -0.168 -0.326
C -0.339 -0.065 0.823 0.748
H 2.313 -0.962 0.988 0.198
H 2.206 0.215 -2.005 0.165
H 1.847 1.982 0.518 0.237
H -0.089 0.001 -1.213 0.438
H -2.139 -0.907 1.120 0.368
H -2.263 0.056 -1.448 0.476
N 0.387 0.208 -0.304 -0.782
N -1.808 -0.122 0.510 -0.344
O 0.078 -0.196 1.962 -0.580
O -1.961 -0.663 -0.784 -0.596

Of them, the most stable is arrangement ii and the least stable is arrangement iii.

Arrangement i

13
Properties=species:S:1:pos:R:3:nbo_charge:R:1 method="wB97M-V/def2-TZVPD" homo_lumo_gap_ev=7.942 multiplicity=1
C -0.232 0.921 -0.104 0.475
C 1.508 -0.552 -0.154 0.675
C -0.761 -0.350 -0.126 -0.239
H -1.824 2.138 -0.097 0.405
H -0.303 3.014 -0.270 0.411
H 3.010 -1.770 0.008 0.356
H 0.294 -2.298 -0.044 0.433
H -2.650 -1.125 1.108 0.105
N -0.832 2.144 0.055 -0.819
N 2.713 -0.792 0.058 -0.756
N 0.312 -1.205 -0.125 -0.620
O 1.136 0.835 -0.169 -0.459
S -2.370 -0.960 -0.139 0.032

Arrangement ii

13
Properties=species:S:1:pos:R:3:nbo_charge:R:1 method="wB97M-V/def2-TZVPD" homo_lumo_gap_ev=8.029 multiplicity=1
C -1.416 -1.044 0.130 0.273
C 0.519 0.721 -0.029 0.326
C 2.880 0.395 -0.175 -0.071
H -2.690 0.723 0.605 0.502
H -0.586 -1.823 0.405 0.205
H -2.904 -2.078 -0.597 0.386
H 0.638 1.853 -0.152 0.185
H 2.975 1.374 -0.198 0.142
N -0.744 0.259 0.418 -0.204
N -2.655 -1.139 -0.237 -0.678
N 1.526 -0.024 -0.010 -0.532
O -1.825 1.250 -0.164 -0.567
S 4.280 -0.469 0.003 0.034

Of them, the most stable is arrangement i and the least stable is arrangement ii.

Arrangement i

10
Properties=species:S:1:pos:R:3:nbo_charge:R:1 method="wB97M-V/def2-TZVPD" homo_lumo_gap_ev=9.677 multiplicity=1
C -0.531 0.340 0.458 -0.718
O -0.796 -1.781 -1.402 -1.003
O 1.344 -0.944 -2.453 -1.086
P 0.867 -2.042 -1.597 1.447
S 1.143 -0.356 0.363 0.025
H -0.519 1.337 0.470 0.216
H -0.968 -0.061 1.400 0.220
H -1.106 -0.098 -0.377 0.258
H -1.073 -2.479 -0.889 0.472
H 1.562 0.539 -0.553 0.168

Arrangement ii

10
Properties=species:S:1:pos:R:3:nbo_charge:R:1 method="wB97M-V/def2-TZVPD" smiles="[PH3]=S.O=CO" homo_lumo_gap_ev=9.275 multiplicity=1
C 0.809 -1.416 0.591 0.655
O 0.927 -1.357 1.933 -0.654
O 1.400 -0.653 -0.174 -0.676
P -0.544 1.088 -0.525 0.675
S -1.692 -0.226 0.444 -0.660
H 0.235 -2.224 0.265 0.150
H 1.201 -0.501 2.050 0.476
H -0.999 0.920 -1.825 0.043
H -0.888 2.206 0.038 -0.039
H 0.738 1.137 -0.136 0.031

Of them, the most stable is arrangement i and the least stable is arrangement ii.

Arrangement i

17
Properties=species:S:1:pos:R:3:nbo_charge:R:1 method="wB97M-V/def2-TZVPD" total_charge=-1 homo_lumo_gap_ev=6.182 multiplicity=1
C -0.040 -0.518 0.772 0.004
O 1.128 -0.387 1.387 -0.958
C 0.136 0.084 -0.728 -0.135
C -1.064 0.053 -1.610 -0.459
S -1.255 1.517 -2.777 -0.131
N 1.406 -0.219 -1.348 -0.858
H -0.345 -1.574 0.531 0.056
H -0.917 0.062 1.137 0.091
H 0.232 1.124 -0.447 0.164
H -2.013 0.147 -1.074 0.214
H -1.163 -0.847 -2.235 0.195
H -0.837 1.050 -3.957 0.107
H 1.357 -1.148 -1.749 0.317
H 2.009 -0.308 -0.513 0.399
H 0.959 0.595 3.682 0.500
H 0.216 -0.260 4.652 0.455
O 0.193 0.628 4.278 -0.961

Arrangement ii

17
Properties=species:S:1:pos:R:3:nbo_charge:R:1 method="wB97M-V/def2-TZVPD" total_charge=-1 homo_lumo_gap_ev=6.986 multiplicity=1
C 0.676 1.278 0.328 -0.239
C 1.758 0.274 0.804 -0.575
S 2.795 -0.531 -0.431 -0.096
N -0.645 1.080 0.968 -0.674
C -1.495 0.070 0.260 0.147
O -0.998 -1.093 0.095 -0.933
H 0.597 1.141 -0.765 0.190
H 1.017 2.295 0.513 0.173
H 2.415 0.748 1.727 0.198
H 1.186 -0.689 1.158 0.266
H 1.787 -0.495 -1.403 0.148
H -0.499 0.679 1.945 0.327
H -1.654 0.637 -0.666 0.043
H -2.446 -0.010 0.691 0.102
H -1.277 -2.021 -1.081 0.506
H -1.626 -1.155 -2.118 0.442
O -1.592 -2.208 -2.027 -1.026

Arrangement iii

17
Properties=species:S:1:pos:R:3:nbo_charge:R:1 method="wB97M-V/def2-TZVPD" total_charge=-1 homo_lumo_gap_ev=6.367 multiplicity=1
C -0.715 -0.278 1.101 -0.007
O -1.662 -1.023 0.514 -0.954
C 0.148 0.432 -0.103 -0.101
C 1.009 1.489 0.671 -0.525
S 2.578 2.279 -0.084 -0.175
N -0.343 0.866 -1.363 -0.858
H -1.209 0.531 1.715 0.070
H 0.013 -0.802 1.705 0.099
H 0.649 -0.589 -0.143 0.193
H 1.746 0.714 1.036 0.243
H 0.407 2.081 1.324 0.207
H 2.257 1.986 -1.333 0.134
H -1.176 1.429 -1.351 0.354
H -0.548 -0.037 -1.861 0.372
H -1.457 -3.680 -0.425 0.454
H -0.990 -2.224 -0.663 0.506
O -0.705 -3.173 -0.738 -1.013

Of them, the most stable is arrangement i and the least stable is arrangement iii.